(P)
A molecular structure, C31H46N7O2PbSSi4Te, computed with ωB97M-V/def2-TZVPD.

```
! wB97M-V def2-TZVPD RIJCOSX def2/J DEFGRID3
* xyz 1 1
Pb 1.340 0.414 -0.859
Te -1.846 1.027 1.231
S 1.892 -2.209 -3.463
Si -3.275 -1.008 1.429
Si -2.760 -1.823 3.538
Si -4.137 2.233 0.634
Si -3.238 -2.585 -0.259
O 1.889 2.652 1.049
O 1.149 -1.228 -2.478
N 2.483 3.082 2.098
N -0.711 4.147 2.383
N 2.960 4.411 5.079
N 4.227 -0.083 0.793
N 2.522 1.990 -2.239
N 2.236 -1.334 0.902
N 3.713 0.471 -0.285
C 2.235 2.414 -5.872
C 1.729 3.738 2.977
C -5.043 -3.128 -0.549
C -4.080 2.740 -1.180
C 1.489 -3.788 -2.665
C -4.054 3.635 1.863
C 1.968 2.307 -3.464
C -2.664 -1.886 -1.947
C 4.176 -1.983 2.219
C -1.325 -3.149 3.608
C 5.578 2.034 -0.176
C 0.391 3.952 2.674
C 0.565 2.445 -3.651
C 6.232 3.133 -0.676
C 3.474 -3.035 2.755
C 0.028 2.491 -4.950
C -5.702 1.176 0.981
C -2.179 -0.441 4.661
C 0.858 2.507 -6.077
C 2.349 4.088 4.161
C -4.209 -2.591 4.501
C 2.069 -3.101 2.513
C 2.796 2.401 -4.608
C 4.343 1.608 -0.717
C 1.505 -2.278 1.549
C 4.244 3.716 -1.949
C 5.547 3.981 -1.589
C 3.695 -2.070 -3.039
C 3.687 2.434 -1.729
C 3.498 -1.151 1.234
C -2.242 -4.212 -0.035
H 2.046 -4.584 -3.141
H 1.650 -3.705 -1.573
H -3.677 1.932 -1.801
H 7.232 3.323 -0.306
H -4.753 -3.435 4.071
H -1.186 -4.115 0.125
H -2.592 -4.791 0.832
H 3.704 4.468 -2.519
H -3.822 3.209 2.840
H 6.023 1.386 0.584
H 2.916 2.302 -6.735
H 4.210 -2.982 -3.406
H 3.869 2.463 -4.456
H -0.389 -2.638 3.915
H -1.425 0.198 4.212
H -3.464 3.616 -1.323
H -6.546 1.814 1.328
H -4.988 4.208 1.869
H -4.988 -1.850 4.683
H -1.817 -0.879 5.615
H -1.045 2.520 -5.054
H -5.442 -2.708 -1.476
H -5.537 0.425 1.745
H 1.477 -3.806 3.069
H -3.031 0.206 4.928
H 0.406 -3.913 -2.825
H -3.025 -2.701 -2.618
H 0.471 -2.317 1.310
H 5.194 -1.691 2.540
H 4.016 -3.790 3.323
H -3.211 -0.973 -2.231
H -3.889 -2.895 5.518
H -5.686 -2.862 0.293
H 3.735 -1.913 -1.951
H 0.524 2.583 -7.074
H -1.185 -3.745 2.710
H -5.100 3.029 -1.503
H -6.023 0.589 0.114
H -5.130 -4.249 -0.650
H -1.598 -3.825 4.431
H -3.240 4.301 1.612
H 5.979 4.922 -1.970
H -2.403 -4.812 -0.952
H 4.028 -1.190 -3.561
H -0.098 2.451 -2.782
H -1.597 -1.720 -2.135
*
```

As for the highest occupied orbital energy (alpha / beta): -9.2 / -9.2 eV. The gap between HOMO and LUMO (alpha / beta) comes out at 3.3 / 3.3 eV.

Here are the Mulliken charges for atoms 1 to 5, given in e:
1 Pb 1.16
2 Te 0.08
3 S 0.33
4 Si -0.34
5 Si 0.56

---

(Q)
A molecular structure, C31H46N7O2PbSSi4Te, computed with ωB97M-V/def2-TZVPD.

```
! wB97M-V def2-TZVPD RIJCOSX def2/J DEFGRID3
* xyz 1 1
Pb 10.583 13.122 13.817
Te 14.562 12.721 11.934
S 7.533 11.819 12.310
Si 15.957 10.721 12.922
Si 14.132 12.249 7.911
Si 15.507 12.819 9.701
Si 16.405 14.859 9.217
O 8.687 12.842 12.468
O 13.020 12.384 15.061
N 15.627 16.265 15.493
N 9.370 15.760 15.574
N 9.566 14.480 15.554
N 10.267 15.562 13.355
N 15.299 12.308 17.427
N 13.463 13.587 14.793
N 9.559 11.705 15.513
C 14.862 12.704 6.181
C 8.325 8.276 14.855
C 14.590 13.952 15.537
C 9.529 10.343 15.280
C 7.782 10.871 10.770
C 9.296 17.645 14.237
C 10.081 16.036 12.133
C 17.760 11.094 13.514
C 10.687 8.352 14.521
C 17.827 15.125 10.500
C 7.419 13.758 18.407
C 14.946 16.048 9.407
C 7.420 12.357 18.400
C 10.775 9.708 14.901
C 13.780 10.447 8.020
C 15.086 13.091 16.602
C 12.542 13.202 8.062
C 6.076 12.905 11.719
C 8.906 13.790 16.555
C 9.553 17.284 11.922
C 16.107 9.465 11.509
C 8.281 11.652 17.563
C 9.516 7.619 14.571
C 15.138 15.213 15.470
C 14.948 9.934 14.305
C 8.220 14.470 17.565
C 9.780 16.350 14.385
C 17.181 15.212 7.466
C 8.990 12.343 16.545
C 9.191 18.129 12.946
C 8.329 9.645 15.202
H 16.678 9.758 10.633
H 15.839 12.216 6.029
H 11.862 12.778 7.304
H 15.062 8.842 14.167
H 13.992 15.546 9.605
H 17.339 15.531 11.422
H 12.175 13.103 9.109
H 15.048 9.251 11.194
H 6.326 13.512 10.859
H 11.562 7.857 14.089
H 16.472 15.807 6.886
H 15.164 10.223 15.335
H 8.733 11.024 10.377
H 14.687 9.833 7.766
H 15.177 16.812 10.142
H 17.331 14.250 6.915
H 17.949 12.074 13.990
H 7.350 7.770 14.678
H 8.866 18.101 15.133
H 9.511 17.734 10.943
H 14.959 13.787 6.002
H 14.161 12.393 5.417
H 16.448 8.465 11.827
H 9.599 6.512 14.431
H 5.830 13.637 12.530
H 8.372 15.548 17.654
H 18.130 10.351 14.219
H 7.366 10.121 15.585
H 18.646 15.813 10.209
H 13.510 10.078 9.079
H 13.839 10.077 14.098
H 8.717 19.094 12.763
H 8.579 10.650 17.660
H 11.771 10.142 14.912
H 10.466 15.325 11.423
H 18.484 11.032 12.667
H 14.976 16.565 8.471
H 6.785 11.900 19.148
H 7.512 9.804 10.898
H 12.945 10.227 7.385
H 12.673 14.234 7.752
H 5.197 12.252 11.486
H 6.707 14.257 19.126
H 18.373 14.189 10.761
H 18.120 15.643 7.703
H 6.998 11.275 10.105
*
```

As for the highest occupied orbital energy (alpha / beta): -9.0 / -9.0 eV. The gap between HOMO and LUMO (alpha / beta) comes out at 3.5 / 3.5 eV.

Here are the Mulliken charges for atoms 1 to 5, given in e:
1 Pb 1.23
2 Te 0.21
3 S 0.68
4 Si 0.38
5 Si 0.39

---

Least stable = (Q)